Entry i
The following is a quantum chemistry calculation of C29H41Cl5P2Pd as an isolated structure, from the OMol25 dataset.

Computed properties:
Expectation value of S²: 6.063
Total charge: +2
Spin multiplicity: 5
LUMO level (spin up / spin down) (eV): -6.280 / -10.190

Atoms and positions in Å:
1 Pd 1.64 -0.09 -3.04
2 Cl -0.60 -5.71 2.76
3 Cl -2.91 -2.87 6.67
4 Cl -0.44 -3.05 0.95
5 Cl -2.71 -0.23 4.86
6 Cl -1.92 -5.58 5.52
7 P 2.24 -1.40 -0.61
8 P -0.09 -2.05 -2.84
9 C 1.81 -4.76 -4.03
10 C -1.91 1.42 -1.87
11 C -2.22 -1.74 4.25
12 C 2.97 -2.33 0.75
13 C -0.76 1.10 -0.99
14 C 3.19 -5.07 -3.41
15 C -0.93 0.65 0.33
16 C -1.69 -2.74 -2.20
17 C -2.28 -2.90 5.08
18 C -2.15 0.18 1.05
19 C 0.72 1.41 -1.29
20 C -1.74 -1.86 2.97
21 C 0.37 0.71 2.52
22 C -1.21 -3.03 2.52
23 C 0.32 0.83 1.03
24 C 2.44 2.11 0.70
25 C -1.22 -4.22 3.29
26 C 1.26 1.40 0.15
27 C 2.35 -2.36 -4.72
28 C 3.65 -4.05 -2.44
29 C -0.58 -1.26 -4.48
30 C 1.37 -2.64 -1.72
31 C 3.74 -2.68 -5.14
32 C 3.79 -0.69 -1.38
33 C 1.47 -3.35 -4.44
34 C 4.45 -3.01 -2.74
35 C 4.81 -2.47 -4.06
36 C -1.80 -4.15 4.58
37 C 0.91 2.77 -1.99
38 H 3.52 -1.67 1.42
39 H 5.18 -2.72 -1.97
40 H 0.47 2.75 -3.02
41 H 2.95 1.40 1.37
42 H 1.99 3.00 -2.11
43 H -0.07 1.56 3.08
44 H -2.61 0.57 -1.84
45 H -1.57 1.54 -2.90
46 H 1.13 -3.63 -1.30
47 H 3.62 -3.11 0.40
48 H -2.87 -0.26 0.36
49 H 4.05 0.35 -1.05
50 H 1.73 -5.44 -4.89
51 H -2.58 -2.22 -2.61
52 H 4.67 -1.35 -1.11
53 H 3.54 -4.35 -1.39
54 H -0.18 -0.18 2.85
55 H -2.48 2.34 -1.61
56 H 1.40 0.57 2.86
57 H -1.88 -0.62 1.83
58 H 4.03 -2.02 -5.97
59 H 3.56 -0.70 -2.48
60 H 3.81 -3.72 -5.53
61 H 2.03 -1.34 -4.91
62 H -1.77 -3.79 -2.54
63 H 2.23 3.02 1.33
64 H -1.44 -0.59 -4.31
65 H -0.87 -1.97 -5.27
66 H 0.23 -0.59 -4.84
67 H 2.12 -2.77 -2.50
68 H -1.76 -2.74 -1.10
69 H -2.61 1.04 1.58
70 H 0.44 3.61 -1.39
71 H 1.01 -5.10 -3.34
72 H 5.72 -2.95 -4.44
73 H 3.17 2.43 -0.08
74 H 2.16 -2.76 1.34
75 H 3.07 -6.03 -2.88
76 H 3.94 -5.23 -4.22
77 H 0.41 -3.33 -4.69
78 H 5.07 -1.39 -3.95

Entry ii
The following is a quantum chemistry calculation of C29H41Cl5P2Pd as an isolated structure, from the OMol25 dataset.

Computed properties:
Expectation value of S²: 6.030
Total charge: +2
Spin multiplicity: 5
LUMO level (spin up / spin down) (eV): -5.786 / -9.596

Atoms and positions in Å:
1 Pd -0.74 1.69 -0.55
2 Cl -4.45 4.34 1.36
3 Cl -5.89 3.51 3.63
4 Cl -5.91 0.92 4.91
5 Cl -2.88 -1.44 1.56
6 Cl -4.46 -1.38 3.90
7 P 0.73 0.45 0.74
8 P -0.90 -0.53 -1.22
9 C 4.80 -3.66 0.30
10 C 1.51 2.62 -2.89
11 C -1.53 2.26 -3.77
12 C -2.49 -1.32 -1.40
13 C 2.89 -4.55 -1.12
14 C -4.79 2.40 2.91
15 C 0.31 2.98 -2.07
16 C -3.25 0.31 1.93
17 C 3.02 -3.88 2.14
18 C -0.06 -1.15 0.31
19 C -3.37 3.47 -1.45
20 C -1.48 4.61 0.82
21 C -1.06 2.83 -2.48
22 C 2.45 -5.24 1.88
23 C -4.13 0.07 3.08
24 C 1.33 -5.23 0.81
25 C -1.90 3.40 -1.44
26 C -4.89 1.14 3.60
27 C -3.91 2.59 1.81
28 C 1.69 -4.71 -0.55
29 C 0.76 0.63 2.52
30 C 2.46 0.28 0.27
31 C 0.07 -1.15 -2.60
32 C 3.99 -3.23 1.48
33 C -3.00 1.54 1.35
34 C -1.04 3.91 -0.41
35 C 0.33 3.67 -0.80
36 C 4.24 -4.83 -0.55
37 C 1.55 4.10 -0.06
38 H -2.32 4.07 1.28
39 H 4.26 -2.23 1.86
40 H 2.41 3.47 -0.30
41 H -0.49 -1.01 -3.53
42 H 0.81 -4.45 -1.16
43 H -1.84 5.62 0.59
44 H 1.73 3.44 -3.60
45 H 2.90 -4.14 -2.14
46 H 3.04 1.11 0.71
47 H 1.81 5.13 -0.35
48 H 1.03 -0.62 -2.70
49 H -0.85 -1.36 1.06
50 H 1.12 -0.30 3.00
51 H 1.44 1.45 2.79
52 H 2.60 0.31 -0.82
53 H -3.84 2.68 -2.05
54 H 0.27 -2.23 -2.47
55 H 4.95 -4.98 -1.39
56 H -3.77 3.38 -0.43
57 H -3.17 -0.95 -0.62
58 H -3.72 4.44 -1.84
59 H -2.49 1.74 -3.66
60 H -0.25 0.87 2.89
61 H 2.87 -0.67 0.66
62 H 0.91 -6.25 0.72
63 H -1.68 3.06 -4.51
64 H 1.40 4.09 1.02
65 H -2.91 -1.08 -2.38
66 H 0.50 -4.61 1.19
67 H -0.69 4.69 1.57
68 H 2.56 -3.35 2.99
69 H 4.91 -2.78 -0.36
70 H -0.81 1.55 -4.19
71 H -2.39 -2.41 -1.30
72 H 4.27 -5.75 0.04
73 H 0.59 -2.04 0.20
74 H 3.22 -5.96 1.60
75 H 2.40 2.48 -2.27
76 H 1.36 1.71 -3.48
77 H 5.83 -3.91 0.62
78 H 2.00 -5.62 2.81

Need the numbers? Relative energies in kJ/mol: entry i 472.6; entry ii 0.0.